142
Properties=species:S:1:pos:R:3:forces:R:3:mulliken_charge:R:1 method="wB97M-V/def2-TZVPD" charge=0 lumo_ha=0.0120 e_homo_ev=-8.72 total_energy_ev=-116258.3364 homo_lumo_gap_ev=9.0
F 1.196240 -6.221293 0.891034 0.1 -0.2 0.1 -0.39
C 0.949810 -6.080847 -0.429204 0.9 0.5 0.3 0.43
C -0.187727 -6.633122 -0.932265 -2.9 -1.6 2.0 -0.11
C -0.645922 -6.434278 -2.205132 1.7 0.8 -0.8 -0.50
C 0.242328 -5.702371 -3.046676 -1.0 -0.5 1.0 -0.66
C 1.403561 -5.165504 -2.560117 1.7 0.4 1.5 -0.76
C 1.805383 -5.343551 -1.191017 -0.5 0.0 -1.8 -0.71
H -0.841626 -7.186965 -0.179808 0.9 0.7 -1.1 0.38
H -1.613021 -6.807876 -2.520586 0.2 0.0 -0.1 0.45
H -0.028023 -5.505941 -4.040132 -0.4 0.2 -1.3 0.60
H 2.099616 -4.549466 -3.156520 -0.7 -0.5 0.0 0.40
H 2.729392 -4.950107 -0.798861 0.1 0.2 0.0 0.98
F -2.082879 5.849838 -3.304006 -0.8 0.8 -0.5 -0.31
C -0.858089 5.891222 -2.774354 -1.1 -1.8 0.5 0.27
C 0.074713 6.756221 -3.188813 1.2 1.2 -1.9 -0.81
C 1.402460 6.567595 -2.811650 0.8 1.3 -0.1 -0.38
C 1.734867 5.596326 -1.883952 -1.7 0.5 -0.9 -0.84
C 0.711086 4.783879 -1.429385 0.4 -1.2 1.0 -0.62
C -0.587385 4.873714 -1.907545 0.7 -0.7 1.4 0.42
H -0.203386 7.420584 -4.010611 0.2 0.1 0.4 0.37
H 2.193269 7.246493 -3.218715 -0.9 -0.7 0.3 0.31
H 2.726995 5.465551 -1.595575 1.4 -0.2 0.6 0.66
H 0.965511 4.015076 -0.679492 -0.3 0.3 -0.5 0.43
H -1.335704 4.148708 -1.576766 0.2 0.4 -0.3 0.40
F -2.688007 -3.202997 -0.698931 0.1 -0.2 -0.3 0.05
C -2.991087 -3.472366 0.580261 -0.3 0.2 1.4 0.35
C -3.969005 -2.700821 1.208143 -0.5 1.7 -1.1 -0.21
C -4.343361 -2.868524 2.536455 1.5 -1.3 -0.8 -0.50
C -3.690444 -3.899070 3.217620 0.2 0.7 -1.1 -0.93
C -2.644270 -4.599685 2.618633 -0.2 -0.5 0.3 -0.34
C -2.278604 -4.433553 1.273382 -0.1 -0.3 -0.2 -0.22
H -4.391604 -1.861092 0.605577 0.2 -0.8 0.5 0.08
H -5.022951 -2.239442 3.061413 -0.6 0.4 -0.1 0.55
H -4.034468 -4.115578 4.192970 0.2 -0.3 1.0 0.44
H -2.159530 -5.325271 3.265548 0.1 -0.1 -0.4 0.47
H -1.555045 -5.064798 0.709482 -0.4 0.6 0.9 0.11
F -0.633060 1.304333 0.040152 0.9 -0.2 0.2 0.26
C 0.281979 0.335744 0.350333 0.7 1.0 0.5 -0.62
C 0.048651 -0.913225 -0.125616 -0.5 -0.8 -1.0 -0.01
C 0.947929 -1.957560 0.103459 -0.1 0.6 0.5 0.18
C 2.136143 -1.703352 0.816058 -1.5 -0.3 -0.5 -1.31
C 2.366264 -0.420270 1.227436 -0.1 1.7 0.9 -0.81
C 1.426994 0.623998 1.078910 0.2 0.6 -0.3 -0.57
H -0.841738 -0.966755 -0.754493 0.1 -0.6 0.2 0.64
H 0.654777 -2.933592 -0.238951 0.2 -0.3 -0.1 0.47
H 2.789444 -2.481802 1.156934 0.4 -0.4 -0.4 1.10
H 3.300842 -0.173226 1.714013 -0.1 -0.1 0.1 0.47
H 1.598225 1.667613 1.441514 0.0 -1.1 -0.3 0.43
F -0.891600 -0.012679 -6.587005 0.8 0.7 -0.5 -0.41
C -1.327487 -1.105161 -5.956716 1.4 0.8 0.9 0.43
C -0.620529 -1.578534 -4.875367 -0.9 -1.8 1.0 -0.80
C -1.211056 -2.652278 -4.139266 0.7 0.8 0.5 0.06
C -2.461008 -3.139181 -4.498077 -0.4 0.3 -0.5 -0.69
C -3.106931 -2.604761 -5.626295 1.0 0.9 0.4 -0.49
C -2.521775 -1.562197 -6.353111 -1.9 -1.0 -0.6 -0.33
H 0.302658 -1.151550 -4.543306 0.3 0.3 -0.1 0.50
H -0.735618 -3.026925 -3.190757 -0.4 0.4 -1.2 0.51
H -2.990797 -3.858256 -3.869880 0.3 0.1 -0.2 0.44
H -4.111328 -2.822271 -5.862247 -0.9 -0.7 -0.2 0.40
H -2.988873 -1.024265 -7.195414 0.0 -0.6 0.6 0.37
C 0.648421 -1.705181 5.118984 -1.4 0.1 1.0 -0.64
S 1.472835 -3.241880 5.453985 0.9 -0.7 -2.0 0.43
O 0.648102 -4.088014 6.311469 -0.9 -0.4 1.1 -0.62
C 1.257701 -3.910460 3.746440 1.1 1.6 -0.5 -0.20
H 1.238572 -1.119704 4.412542 -0.1 0.1 0.2 0.17
H 0.542296 -1.254801 6.131131 0.3 0.2 -0.8 0.41
H -0.391244 -1.896677 4.777271 0.7 0.1 -0.1 0.16
H 1.940167 -4.714667 3.510452 0.2 -0.2 0.3 0.45
H 1.507692 -3.063629 3.064283 -0.1 -0.6 0.4 -0.13
H 0.263803 -4.217915 3.497272 -0.8 -0.1 0.4 0.00
C -3.582493 3.313156 -0.116115 -1.6 -0.6 -3.9 -0.27
O -3.240776 4.277437 0.749314 0.8 1.7 1.9 0.23
C -4.165645 4.612241 1.644035 -1.3 -1.6 -0.3 0.71
O -5.226706 4.049374 1.872606 1.2 0.2 -0.9 -0.65
O -3.710469 5.646747 2.255176 -0.3 1.8 2.0 -0.35
C -4.485777 5.994210 3.441180 0.5 -0.4 -0.2 -0.81
H -3.902346 2.418186 0.325859 -0.8 -1.1 0.8 0.30
H -2.747536 3.052306 -0.736778 0.6 0.0 -0.2 -0.36
H -4.372910 3.728570 -0.812249 0.5 -0.8 0.6 0.31
H -5.332046 5.342080 3.569755 -0.2 -0.2 -0.2 0.35
H -4.797146 7.005919 3.386952 -0.2 0.9 -0.3 0.29
H -3.826119 5.881182 4.268182 0.6 -0.1 0.7 0.30
C 6.902606 -2.546694 -0.801460 0.1 -0.3 0.3 -0.59
O 7.231082 -3.944736 -0.696570 -0.6 1.1 0.2 -0.35
C 6.137816 -4.673812 -0.481268 1.8 -1.5 -0.8 0.81
O 4.997018 -4.331112 -0.584263 -0.6 -0.2 0.4 -0.56
O 6.635032 -5.906465 -0.270462 -0.9 0.0 0.2 -0.37
C 5.652987 -6.933818 -0.103905 -1.0 1.2 -0.7 -0.60
H 7.202554 -2.190127 -1.766448 0.2 0.2 -0.5 0.32
H 7.436089 -2.048567 -0.015513 0.3 0.4 0.3 0.28
H 5.837472 -2.443888 -0.652484 -0.1 0.4 -0.1 0.24
H 4.899845 -6.867750 -0.940411 0.5 0.0 1.2 0.24
H 5.266377 -6.888886 0.912804 -0.6 0.2 -0.2 0.29
H 6.162489 -7.840292 -0.186078 1.0 -1.4 -0.3 0.27
C 3.672307 3.787344 2.996495 1.3 -1.0 -0.9 -0.90
O 2.402727 3.711787 2.307195 1.0 0.1 0.4 -0.15
C 1.825180 4.908785 2.298838 -0.2 2.0 1.0 0.54
O 2.329087 5.968840 2.722357 -1.3 -2.7 -1.4 -0.64
O 0.572141 4.736678 1.847315 1.2 -0.2 0.4 0.08
C -0.186672 5.940698 1.813235 0.2 0.1 0.0 -0.56
H 4.034731 2.775462 3.273609 -0.9 0.4 -0.1 0.25
H 3.549564 4.424700 3.851126 0.3 0.2 0.3 0.41
H 4.468915 4.159215 2.308502 -0.8 0.2 0.5 0.27
H -1.217182 5.630064 1.835923 -0.3 0.1 0.1 -0.04
H 0.037019 6.388365 0.849577 -0.1 0.6 0.1 0.29
H 0.110308 6.541488 2.683708 -0.4 0.1 -0.5 0.41
C -2.427956 2.724710 -4.777867 0.1 -0.7 -1.3 -0.75
O -3.094184 1.431448 -4.753374 -0.2 -0.1 0.0 -0.39
C -3.060880 0.936852 -3.526821 1.4 0.4 1.4 0.86
O -2.336427 1.393179 -2.651631 -0.5 -0.3 -0.3 -0.55
O -3.870468 -0.082761 -3.348506 -0.5 -0.5 -1.3 -0.34
C -3.930369 -0.669231 -2.042404 0.8 0.6 0.0 0.31
H -1.331997 2.601400 -4.677319 -0.7 0.2 0.1 0.24
H -2.891541 3.272083 -3.995136 0.2 0.9 0.6 0.38
H -2.698062 3.151301 -5.749985 0.2 -0.1 0.2 0.31
H -3.338695 -1.600557 -1.980426 -0.7 0.4 -0.4 -0.13
H -4.996666 -0.747622 -1.830660 0.3 -0.4 0.2 0.34
H -3.422386 0.056690 -1.413470 -0.3 -0.1 0.6 -0.26
C -2.469414 1.164229 1.990843 0.4 0.4 -0.5 -0.73
O -3.835543 1.214694 2.470356 0.4 0.2 0.1 -0.02
C -3.922284 1.522070 3.779600 -2.8 0.6 -0.9 0.54
O -3.016212 1.670525 4.514050 1.5 0.0 1.0 -0.54
O -5.208752 1.759248 4.217875 0.5 -0.6 -0.4 -0.44
C -6.425648 1.571883 3.424995 1.9 -0.8 -1.2 -0.40
H -1.882572 2.117578 2.008965 -1.0 -0.5 0.4 0.30
H -2.474413 0.843412 0.960197 -0.7 0.0 -0.1 -0.36
H -1.902648 0.414277 2.497214 0.3 -0.4 0.8 0.94
H -6.355237 2.210343 2.527855 -0.4 -0.2 0.6 0.20
H -7.225764 1.775393 4.097737 -0.5 0.5 0.3 0.26
H -6.525635 0.515246 3.095775 0.2 0.5 0.2 0.15
C 7.519257 1.216000 1.285537 -0.8 -0.9 1.6 -0.65
O 7.087111 1.797581 0.121370 -0.8 0.3 -1.7 -0.38
C 5.781520 1.588158 -0.180767 1.0 -0.2 0.1 0.84
O 5.018252 0.870942 0.421592 0.3 0.5 -0.3 -0.49
O 5.557295 2.303881 -1.265222 -1.5 -0.3 -0.5 -0.37
C 4.157742 2.280693 -1.726416 0.7 1.8 0.1 -0.40
H 8.548318 0.979479 1.291372 1.2 0.1 -0.5 0.28
H 6.971488 0.313192 1.500471 -0.2 -0.5 0.0 0.21
H 7.294226 1.877902 2.087931 0.1 0.6 0.9 0.29
H 4.064168 3.261500 -2.244691 -0.2 -0.7 0.6 0.18
H 3.493359 2.171051 -0.871412 0.0 0.1 -0.1 0.12
H 3.957950 1.532933 -2.463910 0.3 -0.8 -0.2 0.36